A single C5H3N molecule in a non-equilibrium geometry. Source: the Open Molecules 2025 dataset; level of theory: ωB97M-V/def2-TZVPD.

Each line ends with the natural charge from an NBO analysis.
Positions of all 9 atoms, in Å:
C -2.969 -0.909 0.876  0.1682
H 0.385 -0.453 -1.331  0.2973
C -2.301 0.014 0.381  -0.4315
C -0.452 -1.866 0.067  0.2577
H 1.135 -0.231 0.366  0.2696
C 0.132 -0.538 -0.199  -0.5782
N -1.105 -2.789 0.233  -0.2645
H -0.449 1.093 0.837  0.2085
C -0.963 0.339 0.304  0.0728

Output
**Energy relative to the best compared isomer or geometry (same formula, charge and spin)**: 87.19 kcal/mol
**Multiplicity**: 1
**Gap between HOMO and LUMO (alpha / beta)**: 8.54 / 8.54 eV
**HOMO energy (alpha / beta)**: -10.320 / -10.320 eV
**Energy**: -6716.942 eV
**Molar mass**: 77.086 g/mol
**Charge**: 0

A single C5H3N molecule in a non-equilibrium geometry. Source: the Open Molecules 2025 dataset; level of theory: ωB97M-V/def2-TZVPD.

Each line ends with the natural charge from an NBO analysis.
Positions of all 9 atoms, in Å:
C 0.571 0.234 0.885  -0.0847
C -0.843 -0.059 -1.074  -0.2851
C 0.352 -0.269 -0.436  -0.1694
H 0.452 0.868 3.016  0.2347
C 0.282 0.560 2.026  -0.1046
C -1.838 0.214 -0.096  0.2217
N -2.100 0.414 1.008  -0.2891
H 1.204 -0.737 -1.046  0.2435
H -1.058 -0.429 -2.003  0.2331

Output
**Energy relative to the best compared isomer or geometry (same formula, charge and spin)**: 27.32 kcal/mol
**Multiplicity**: 1
**Gap between HOMO and LUMO**: 9.46 eV
**SMILES**: C#C/C=C\C#N
**HOMO energy**: -9.738 eV
**Energy**: -6719.539 eV
**Molar mass**: 77.086 g/mol
**Charge**: 0

A single C5H3N molecule in a non-equilibrium geometry. Source: the Open Molecules 2025 dataset; level of theory: ωB97M-V/def2-TZVPD.

Each line ends with the Löwdin charge.
Positions of all 9 atoms, in Å:
H -0.734 -1.927 0.394  0.1057
H 1.767 1.218 -0.908  0.1202
H -2.269 0.468 0.192  0.0853
C -1.217 0.293 0.160  -0.0090
C -0.354 -0.944 0.290  -0.1204
C -0.260 1.284 0.082  -0.0639
N 0.758 -0.682 -0.564  -0.0730
C 1.342 -0.466 0.696  0.2192
C 0.967 0.755 -0.342  -0.2639

Output
**Energy relative to the best compared isomer or geometry (same formula, charge and spin)**: 121.10 kcal/mol
**Multiplicity**: 1
**Gap between HOMO and LUMO (alpha / beta)**: 6.57 / 6.57 eV
**HOMO energy (alpha / beta)**: -7.966 / -7.966 eV
**Energy**: -6715.472 eV
**Molar mass**: 77.086 g/mol
**Charge**: 0